Entry a
Molecular formula: C3H6INO2
Method: DFT, wB97M-V/def2-TZVPD

Structure (XYZ):
```
13
Properties=species:S:1:pos:R:3:lowdin_charge:R:1
C 0.49 0.65 -1.24 -0.1284
C 0.39 0.40 1.26 -0.1427
C -0.35 0.22 -0.06 -0.7286
N -0.57 -1.51 -0.10 -0.4347
O -0.93 -2.00 0.92 0.0422
O -0.29 -2.02 -1.12 0.0773
I -2.54 0.86 -0.13 0.7295
H 0.39 -0.23 -1.98 0.1047
H 1.46 0.71 -0.71 0.0728
H 0.14 1.68 -1.66 0.1130
H -0.19 -0.09 2.10 0.0812
H 0.62 1.46 1.62 0.1163
H 1.36 -0.13 1.10 0.0973
```

HOMO level: -9.86 eV
SMILES: CC(C)(I)[N+](=O)[O-]
M: 215.0 g mol⁻¹
lowest unoccupied orbital energy: -0.35 eV

---

Entry b
Molecular formula: C3H6INO2
Method: DFT, wB97M-V/def2-TZVPD

Structure (XYZ):
```
13
Properties=species:S:1:pos:R:3:lowdin_charge:R:1
C 0.26 -1.05 -0.22 -0.5820
C 0.01 1.62 -0.31 -0.3745
C -0.45 0.34 0.37 -0.6026
N -0.08 -2.18 0.39 0.1462
O 1.07 -0.96 -1.11 0.0564
O 1.36 1.85 -0.06 -0.0512
I -2.59 0.08 0.14 0.8167
H -0.21 1.57 -1.38 0.1175
H -0.54 2.46 0.13 0.1115
H -0.25 0.37 1.44 0.0760
H -0.80 -2.26 1.10 0.0804
H 0.34 -3.04 0.05 0.1201
H 1.87 1.19 -0.55 0.0857
```

HOMO level: -9.58 eV
SMILES: NC(=O)[C@H](I)CO
M: 215.0 g mol⁻¹
lowest unoccupied orbital energy: 0.28 eV

---

Relative energies, in hartree, with the most stable structure set to zero: entry a 0.1505; entry b 0.0000.

---

Entry a
Molecular formula: C3H3N2OP
Method: DFT, wB97M-V/def2-TZVPD

Structure (XYZ):
```
10
Properties=species:S:1:pos:R:3:lowdin_charge:R:1
C 1.63 0.22 -0.60 -0.5084
C 1.03 -1.57 0.88 -0.4950
C -1.37 0.82 -0.17 -0.1404
N 2.21 1.20 -0.62 0.1375
N 0.99 -1.89 1.97 0.1363
O -1.01 -0.41 -0.85 -0.4134
P 0.88 -1.35 -0.85 1.0859
H -1.18 0.51 0.87 0.0827
H -2.39 0.80 -0.20 0.0510
H -0.80 1.67 -0.43 0.0637
```

HOMO level: -10.64 eV
SMILES: COP(C#N)C#N
M: 114.0 g mol⁻¹
lowest unoccupied orbital energy: -2.00 eV

---

Entry b
Molecular formula: C3H3N2OP
Method: DFT, wB97M-V/def2-TZVPD

Structure (XYZ):
```
10
Properties=species:S:1:pos:R:3:lowdin_charge:R:1
C 1.25 1.47 -0.39 -0.3709
C 1.70 -1.10 -0.52 -0.3207
C -2.32 -0.16 0.08 0.1291
N 1.52 2.25 -1.19 0.1344
N 1.81 -2.11 -1.05 0.0940
O 1.65 0.16 2.04 -0.3335
P 1.00 0.13 0.74 0.7493
H -2.32 -1.08 0.52 -0.0436
H -2.07 0.57 0.77 -0.0485
H -2.21 -0.13 -0.99 0.0104
```

HOMO level (alpha / beta): -10.85 / -10.00 eV
M: 114.0 g mol⁻¹
lowest unoccupied orbital energy (alpha / beta): -1.06 / -3.46 eV

---

Relative energies, in hartree, with the most stable structure set to zero: entry a 0.0000; entry b 0.0455.

---

Entry a
Molecular formula: C7H13N3
Method: DFT, wB97M-V/def2-TZVPD

Structure (XYZ):
```
23
Properties=species:S:1:pos:R:3:lowdin_charge:R:1
C -0.71 1.08 1.80 0.0135
C -1.16 -0.04 1.18 -0.3826
C 0.66 0.59 -0.86 -0.0565
C -1.34 2.35 2.11 -0.1432
C -2.54 -0.50 1.75 -0.0239
C 0.53 -1.91 -1.30 -0.0456
C 2.81 -0.25 -1.96 -0.1321
N -0.72 -0.92 0.30 0.0415
N 0.20 -0.66 -0.61 -0.2029
N 1.81 0.75 -1.58 -0.0660
H -0.69 3.18 1.65 0.1093
H -2.26 2.47 1.52 0.0803
H -1.16 2.60 3.18 0.0929
H -2.49 -1.49 2.06 0.0522
H -2.83 -0.01 2.64 0.0658
H -3.31 -0.57 1.06 0.0530
H -0.30 -2.11 -2.11 0.1289
H 1.39 -1.99 -1.91 0.0278
H 0.53 -2.70 -0.62 0.0588
H 2.85 -1.29 -1.73 0.0338
H 3.19 -0.21 -3.02 0.0946
H 3.80 0.08 -1.42 0.1052
H 1.74 1.57 -2.14 0.0952
```

HOMO level (alpha / beta): -7.20 / -6.98 eV
M: 139.2 g mol⁻¹
lowest unoccupied orbital energy (alpha / beta): -0.18 / 0.33 eV

---

Entry b
Molecular formula: C7H13N3
Method: DFT, wB97M-V/def2-TZVPD

Structure (XYZ):
```
23
Properties=species:S:1:pos:R:3:lowdin_charge:R:1
N -0.89 -0.36 0.19 0.1311
C -0.73 0.91 -0.12 -0.2679
C -0.05 -2.50 0.44 -0.1439
C 0.15 -1.24 -0.03 -0.3351
N 0.88 -3.49 0.26 0.0362
N -2.05 2.26 1.51 -0.0004
C -1.92 1.81 0.09 -0.2329
C 0.53 1.53 -0.65 -0.1413
C 1.39 -0.83 -0.72 -0.1581
C 1.72 0.63 -0.42 -0.1986
H -1.01 -2.72 0.94 0.1245
H 1.64 -3.32 -0.39 0.0776
H 0.53 -4.48 0.38 0.1113
H -2.03 1.48 2.16 0.0617
H -2.84 2.87 1.66 0.0508
H -2.79 1.32 -0.28 0.0883
H -1.83 2.70 -0.55 0.1066
H 0.73 2.49 -0.13 0.1278
H 0.43 1.68 -1.70 0.1098
H 1.26 -0.90 -1.80 0.1282
H 2.26 -1.41 -0.43 0.1044
H 2.57 0.87 -1.03 0.1043
H 2.03 0.72 0.61 0.1155
```

HOMO level: -7.13 eV
SMILES: N/C=C1\CCCC(CN)=N1
M: 139.2 g mol⁻¹
lowest unoccupied orbital energy: 0.98 eV

---

Relative energies, in hartree, with the most stable structure set to zero: entry a 0.2686; entry b 0.0000.

---

Entry a
Molecular formula: C7H13N2
Method: DFT, wB97M-V/def2-TZVPD

Structure (XYZ):
```
22
Properties=species:S:1:pos:R:3:lowdin_charge:R:1
C 1.85 -1.38 -2.59 0.0251
C 0.61 -2.00 -3.04 -0.0024
C 1.51 -0.56 -1.53 -0.0318
C -0.43 -1.60 -2.24 0.0280
C -2.04 -0.06 1.64 -0.0881
C -1.66 -0.63 0.33 -0.2378
C -0.42 -0.13 -0.22 0.0630
N 0.17 -0.66 -1.28 -0.0711
N 1.80 2.42 1.40 -0.0371
H 2.74 -1.78 -2.96 0.0965
H 0.59 -2.84 -3.77 0.1371
H 2.01 0.23 -0.98 0.1250
H -1.45 -1.81 -2.01 0.1105
H -2.91 -0.58 1.83 0.0499
H -1.24 -0.44 2.44 0.1415
H -2.15 1.07 1.73 0.1236
H -2.42 -0.52 -0.55 0.1748
H -1.48 -1.77 0.34 0.1788
H 0.25 0.54 0.37 0.1375
H 2.53 2.61 0.65 0.0312
H 1.85 1.35 1.46 0.0116
H 2.31 2.80 2.23 0.0343
```

HOMO level: -13.58 eV
M: 125.2 g mol⁻¹
lowest unoccupied orbital energy: -5.73 eV
total charge: +1

---

Entry b
Molecular formula: C7H13N2
Method: DFT, wB97M-V/def2-TZVPD

Structure (XYZ):
```
22
Properties=species:S:1:pos:R:3:lowdin_charge:R:1
C -0.57 1.53 -0.08 -0.0572
C 0.13 -0.53 -1.22 -0.0634
C 2.13 0.60 -0.14 -0.1247
C -1.56 0.57 0.66 -0.0418
C -0.69 -1.48 -0.34 -0.0705
C 0.53 -0.14 1.11 -0.1035
C 0.60 0.57 -0.22 -0.3829
N 2.17 -0.58 0.76 0.0948
N -0.80 -0.72 0.92 -0.0358
H -0.98 1.89 -1.02 0.1242
H -0.32 2.39 0.55 0.1289
H 0.97 -1.04 -1.70 0.1272
H -0.47 -0.08 -2.01 0.1297
H 2.66 0.48 -1.08 0.1251
H 2.52 1.47 0.39 0.1239
H -1.87 0.98 1.62 0.1413
H -2.44 0.35 0.06 0.1413
H -1.67 -1.72 -0.75 0.1404
H -0.17 -2.42 -0.14 0.1435
H 0.62 0.41 2.04 0.1682
H 2.22 -1.45 0.26 0.0840
H -1.21 -1.26 1.69 0.2074
```

HOMO level: -13.63 eV
SMILES: C1C[C@]23CC[N@H+]1[C@H]2NC3
M: 125.2 g mol⁻¹
lowest unoccupied orbital energy: -3.07 eV
total charge: +1

---

Entry c
Molecular formula: C7H13N2
Method: DFT, wB97M-V/def2-TZVPD

Structure (XYZ):
```
22
Properties=species:S:1:pos:R:3:lowdin_charge:R:1
C -1.14 1.23 0.92 0.0438
C -1.18 0.07 1.64 -0.0651
C 0.97 -0.69 0.74 -0.0526
C -0.29 1.10 -0.40 -0.2952
C -0.41 -1.06 1.30 -0.2023
C 0.36 -0.38 -0.54 -0.3945
C 1.00 -0.56 -1.89 0.0200
N 0.72 2.12 -0.45 0.0618
N -0.78 -1.33 -0.15 0.1720
H -1.75 2.04 1.12 0.0961
H -1.88 0.03 2.51 0.1408
H 1.43 0.12 1.24 0.1249
H 1.57 -1.61 0.72 0.1483
H -0.90 1.19 -1.28 0.1359
H -0.45 -1.95 1.93 0.1686
H 0.09 -0.49 -2.47 0.0935
H 1.51 -1.49 -2.20 0.1055
H 1.68 0.26 -2.08 0.0977
H 0.32 3.01 -0.01 0.1305
H 1.41 1.89 0.24 0.0642
H -0.53 -2.32 -0.42 0.2101
H -1.75 -1.18 -0.47 0.1959
```

HOMO level: -13.41 eV
SMILES: C[C@@]12C[C@@H](C=C[C@H]1N)[NH2+]2
M: 125.2 g mol⁻¹
lowest unoccupied orbital energy: -3.38 eV
total charge: +1

---

Relative energies, in hartree, with the most stable structure set to zero: entry a 0.0253; entry b 0.0198; entry c 0.0000.

---

Entry a
Molecular formula: H13NO5
Method: DFT, wB97M-V/def2-TZVPD

Structure (XYZ):
```
19
Properties=species:S:1:pos:R:3:lowdin_charge:R:1
N 2.55 0.61 -0.13 -0.0059
H 1.84 -0.02 -0.57 0.0036
H 3.51 0.21 -0.34 0.0551
H 2.64 1.41 -0.79 0.0373
H -0.13 -2.22 -0.62 0.0200
H 0.18 -1.24 0.61 0.0239
O -0.40 -1.97 0.25 -0.0678
H -1.37 2.48 1.34 0.0610
H -0.62 1.13 1.52 0.0019
O -1.53 1.52 1.38 -0.0921
H 1.62 0.25 1.66 0.1037
H 0.60 -0.44 2.60 0.0573
O 0.60 0.14 1.86 -0.0917
H -0.64 -0.32 -1.96 0.0087
H 0.28 -0.44 -3.24 0.0118
O 0.34 -0.41 -2.29 -0.1264
H -1.62 -0.58 -0.26 0.0561
H -1.87 0.78 -0.32 0.0560
O -1.79 0.06 -1.03 -0.1122
```

HOMO level: -10.60 eV
SMILES: N.O.O.O.O.O
M: 107.1 g mol⁻¹
lowest unoccupied orbital energy: 0.45 eV

---

Entry b
Molecular formula: H13NO5
Method: DFT, wB97M-V/def2-TZVPD

Structure (XYZ):
```
19
Properties=species:S:1:pos:R:3:lowdin_charge:R:1
N -2.17 -1.08 1.12 0.0039
H -2.40 -1.88 0.49 0.0320
H -2.86 -0.30 1.00 0.0504
H -2.38 -1.37 2.07 0.0269
H -0.84 -2.76 -1.47 0.0892
H -0.98 -1.42 -0.37 -0.0058
O -0.52 -1.81 -1.18 -0.1607
H 1.18 0.61 -2.95 0.0313
H 1.87 0.55 -4.30 0.0289
O 2.05 0.52 -3.36 -0.0632
H 0.94 1.40 0.37 0.0035
H 0.95 2.44 -0.69 -0.0197
O 0.41 2.11 -0.03 -0.0389
H 0.42 2.40 2.60 0.0440
H -0.70 1.54 2.27 0.0139
O 0.07 1.52 2.85 -0.0762
H 1.41 -1.18 1.20 0.0497
H 1.92 -0.83 -0.22 0.0415
O 1.61 -0.46 0.61 -0.0505
```

HOMO level: -10.81 eV
SMILES: N.O.O.O.O.O
M: 107.1 g mol⁻¹
lowest unoccupied orbital energy: 0.48 eV

---

Relative energies, in hartree, with the most stable structure set to zero: entry a 0.0000; entry b 0.0197.

---

Entry a
Molecular formula: C7H11N2
Method: DFT, wB97M-V/def2-TZVPD

Structure (XYZ):
```
20
Properties=species:S:1:pos:R:3:lowdin_charge:R:1
C -2.20 1.03 0.20 -0.0010
C -2.03 -0.39 0.70 -0.1149
C -1.18 1.78 -0.21 -0.0886
C 0.15 -1.07 0.09 -0.3721
C 0.78 0.26 0.08 -0.0859
C 0.38 -1.79 -1.27 0.0031
C 2.18 0.38 0.63 0.0329
N 0.13 1.46 0.09 0.1329
N -1.10 -1.19 0.68 0.1229
H -3.20 1.44 -0.18 0.1482
H -2.85 -0.61 1.43 0.1353
H -1.39 2.84 -0.57 0.1593
H 0.91 -1.58 0.61 0.1250
H 0.76 2.25 0.07 0.1547
H 1.24 -1.44 -1.90 0.1047
H -0.55 -1.62 -1.87 0.0979
H 0.49 -2.92 -1.10 0.1196
H 2.61 1.34 0.45 0.0879
H 2.77 -0.46 0.31 0.1001
H 2.09 0.31 1.74 0.1379
```

HOMO level: -13.63 eV
SMILES: CC1=[NH+]C=CC=N[C@H]1C
M: 123.2 g mol⁻¹
lowest unoccupied orbital energy: -5.23 eV
total charge: +1

---

Entry b
Molecular formula: C7H11N2
Method: DFT, wB97M-V/def2-TZVPD

Structure (XYZ):
```
20
Properties=species:S:1:pos:R:3:lowdin_charge:R:1
C -1.01 -1.46 1.38 0.0289
C -1.25 0.79 0.74 -0.0195
C 0.09 -1.52 0.49 -0.0455
C 0.63 -1.66 -0.86 0.0293
C 0.63 -0.31 -0.16 -0.4033
C 1.94 0.32 0.27 0.0202
C -0.52 1.48 -1.48 0.0213
N -0.43 0.67 -0.29 -0.0395
N -1.41 -0.15 1.66 0.0927
H -1.52 -2.29 1.84 0.1202
H -1.85 1.69 0.82 0.1718
H 1.59 -2.13 -1.00 0.1224
H -0.07 -1.90 -1.65 0.1234
H 2.72 -0.44 0.32 0.0986
H 1.85 0.76 1.26 0.0954
H 2.26 1.08 -0.43 0.0862
H 0.45 1.91 -1.71 0.1040
H -0.83 0.86 -2.32 0.1144
H -1.25 2.28 -1.35 0.1061
H -2.01 0.03 2.46 0.1729
```

HOMO level: -13.06 eV
SMILES: CN1C=[NH+]C=C2C[C@]21C
M: 123.2 g mol⁻¹
lowest unoccupied orbital energy: -4.04 eV
total charge: +1

---

Entry c
Molecular formula: C7H11N2
Method: DFT, wB97M-V/def2-TZVPD

Structure (XYZ):
```
20
Properties=species:S:1:pos:R:3:lowdin_charge:R:1
C 2.91 0.50 -0.55 -0.0067
C 2.01 -0.68 -0.46 -0.0231
C 2.49 0.00 0.73 -0.0455
C 0.11 1.08 0.25 0.0944
C -0.11 -0.92 0.94 0.0540
C -2.78 -0.34 -0.78 -0.0187
C -2.22 0.27 0.56 -0.1629
N -0.85 0.17 0.59 -0.1447
N 1.02 -0.05 0.43 -0.0975
H 3.96 0.48 -0.86 0.1432
H 2.40 1.30 -1.00 0.0935
H 1.82 -1.65 -0.75 0.1324
H 2.96 -0.08 1.75 0.1931
H 0.23 2.18 -0.02 0.1809
H -0.23 -1.80 0.41 0.0951
H -3.58 -0.98 -0.48 0.0680
H -3.17 0.47 -1.32 0.0489
H -1.93 -0.81 -1.44 0.1279
H -2.40 1.29 0.72 0.1218
H -2.64 -0.44 1.29 0.1460
```

HOMO level (alpha / beta): -12.57 / -12.57 eV
M: 123.2 g mol⁻¹
lowest unoccupied orbital energy (alpha / beta): -3.98 / -3.98 eV
total charge: +1

---

Relative energies, in hartree, with the most stable structure set to zero: entry a 0.0179; entry b 0.0000; entry c 0.2046.